Entry 1:
{
  "formula": "C22H10Br4ClN2O3Pd",
  "method": "the ωB97M-V functional and the def2-TZVPD basis",
  "symbols": ["Pd", "Cl", "C", "C", "C", "C", "O", "C", "C", "N", "C", "C", "C", "C", "C", "C", "C", "C", "N", "C", "C", "H", "H", "H", "H", "H", "H", "H", "H", "H", "H", "Br", "C", "C", "Br", "C", "Br", "C", "O", "C", "O", "C", "Br"],
  "xyz": [[-0.259, -0.374, 0.345], [-7.271, 1.467, -0.399], [-5.659, 1.010, 0.082], [-5.389, 0.783, 1.450], [-4.142, 0.423, 1.851], [-3.050, 0.259, 0.930], [-1.928, -0.076, 1.430], [-3.349, 0.500, -0.449], [-2.409, 0.399, -1.509], [-1.158, 0.088, -1.392], [-0.284, 0.021, -2.501], [-0.583, 0.304, -3.811], [0.416, 0.206, -4.805], [1.696, -0.158, -4.496], [2.042, -0.449, -3.155], [3.348, -0.802, -2.730], [3.590, -1.039, -1.411], [2.529, -0.943, -0.480], [1.317, -0.634, -0.865], [1.046, -0.370, -2.175], [-4.667, 0.871, -0.833], [-6.189, 0.901, 2.170], [-3.912, 0.245, 2.893], [-2.812, 0.599, -2.500], [-1.574, 0.615, -4.109], [0.148, 0.438, -5.827], [2.460, -0.218, -5.261], [4.140, -0.867, -3.466], [4.573, -1.296, -1.044], [2.669, -1.124, 0.578], [-4.873, 1.046, -1.882], [3.785, -1.899, 6.007], [3.012, -0.875, 4.612], [3.338, 0.451, 4.431], [4.585, 1.293, 5.590], [2.753, 1.189, 3.390], [3.200, 3.008, 3.079], [1.805, 0.645, 2.502], [1.257, 1.265, 1.546], [1.468, -0.768, 2.712], [0.632, -1.353, 1.885], [2.082, -1.472, 3.731], [1.621, -3.311, 3.886]],
  "forces_ev_per_a": [[-0.2, -0.3, 0.0], [0.0, 0.0, 0.0], [0.1, 0.0, 0.0], [0.0, 0.0, 0.0], [0.1, 0.0, 0.0], [-0.1, 0.1, 0.3], [0.1, -0.1, -0.2], [0.0, 0.0, -0.2], [0.1, -0.1, 0.1], [0.0, 0.2, 0.1], [0.0, 0.0, 0.0], [0.2, -0.1, 0.0], [-0.1, 0.0, 0.1], [0.1, 0.0, 0.0], [0.0, 0.0, -0.1], [0.0, 0.0, 0.0], [-0.1, 0.0, 0.1], [0.0, 0.0, -0.2], [0.0, 0.0, 0.3], [-0.1, 0.1, 0.0], [0.0, 0.0, 0.0], [0.0, 0.0, 0.0], [0.0, 0.0, 0.0], [0.0, 0.0, 0.0], [0.0, 0.0, 0.0], [0.0, 0.0, 0.0], [0.0, 0.0, 0.0], [0.0, 0.0, 0.0], [0.0, 0.0, 0.0], [0.0, 0.0, 0.0], [0.0, 0.0, 0.0], [0.0, 0.0, 0.0], [0.0, -0.1, 0.0], [0.0, 0.1, 0.0], [0.0, 0.0, 0.0], [0.0, 0.0, 0.0], [0.0, 0.0, 0.0], [-0.1, -0.4, 0.1], [0.1, 0.3, -0.1], [0.1, 0.3, -0.1], [-0.2, 0.1, -0.1], [0.0, 0.0, 0.1], [0.0, 0.0, 0.0]],
  "mulliken_charge": [0.899, -0.257, 0.112, -0.378, -0.763, 0.536, -0.556, 0.143, 0.368, -0.168, 0.359, -0.668, -0.936, -0.875, 1.235, -0.532, -0.967, 0.018, 0.053, 0.169, -0.842, 0.391, 0.451, 0.086, 0.319, 0.372, 0.383, 0.414, 0.411, 0.377, 0.384, -0.221, 0.047, 0.210, -0.215, -0.353, -0.186, 0.472, -0.770, 0.707, -0.825, -0.237, -0.168],
  "homo_energy_ev": -3.376,
  "charge": -1,
  "total_energy_ev": -328273.739,
  "orbital_gap_ha": 0.163,
  "e_lumo_ev": 1.052
}

=====

Entry 2:
{
  "formula": "C22H11CeCl5N2STe",
  "method": "the ωB97M-V functional and the def2-TZVPD basis",
  "symbols": ["Ce", "C", "C", "N", "C", "C", "C", "C", "C", "C", "C", "C", "C", "N", "C", "H", "H", "H", "H", "H", "H", "H", "H", "Cl", "C", "C", "C", "Cl", "C", "Cl", "C", "Cl", "C", "Cl", "Te", "C", "C", "C", "C", "S", "H", "H", "H"],
  "xyz": [[-0.014, -1.003, 0.000], [4.515, -0.615, -0.882], [3.292, -1.314, -1.057], [2.152, -0.649, -1.298], [2.124, 0.704, -1.294], [3.310, 1.451, -0.941], [4.528, 0.770, -0.809], [3.226, 2.836, -0.616], [2.018, 3.514, -0.694], [0.872, 2.856, -1.199], [-0.385, 3.531, -1.373], [-1.477, 2.789, -1.835], [-1.315, 1.411, -2.097], [-0.189, 0.736, -1.861], [0.934, 1.433, -1.465], [5.416, -1.232, -0.748], [3.234, -2.395, -0.993], [5.424, 1.374, -0.601], [4.147, 3.407, -0.291], [1.834, 4.526, -0.318], [-0.469, 4.583, -1.131], [-2.460, 3.244, -1.867], [-2.177, 0.941, -2.551], [-3.427, -1.448, 0.187], [-2.832, -0.569, 1.618], [-1.447, -0.389, 1.813], [-0.872, 0.276, 2.918], [0.867, 0.376, 3.050], [-1.746, 1.012, 3.687], [-1.148, 2.339, 4.694], [-3.140, 0.722, 3.642], [-4.170, 1.379, 4.868], [-3.687, -0.051, 2.579], [-5.351, -0.353, 2.440], [1.328, -3.404, 1.479], [-0.171, -3.582, -0.076], [-1.491, -3.980, 0.295], [-2.278, -4.379, -0.858], [-1.649, -4.226, -2.061], [0.018, -3.662, -1.824], [-1.962, -4.005, 1.321], [-3.322, -4.642, -0.778], [-2.061, -4.314, -3.074]],
  "forces_ev_per_a": [[0.1, -1.0, 0.7], [0.2, -0.5, 0.1], [0.1, 1.5, -0.3], [-0.4, -0.9, 0.5], [2.7, 0.8, 1.1], [-0.9, 0.1, -0.1], [0.1, -0.8, 0.1], [-0.3, 1.7, 0.1], [0.7, -0.4, 0.3], [-0.6, -1.1, -0.2], [-0.1, -1.7, -0.3], [1.3, 0.6, 0.8], [0.1, 0.9, 0.2], [-0.4, 0.2, 0.0], [-1.9, 1.4, -0.2], [-0.4, 0.6, -0.1], [0.0, 0.1, -0.1], [-0.3, -0.6, -0.1], [-1.1, -0.9, -0.3], [0.6, -0.2, -0.3], [0.0, 0.0, 0.0], [0.1, -0.1, -0.4], [0.1, -0.7, 0.3], [0.7, 0.8, 0.6], [1.7, 0.6, 0.6], [0.5, -1.0, -0.9], [-1.3, 0.0, -1.7], [-0.4, 0.0, -0.4], [-0.3, 0.9, 1.4], [-0.4, -1.2, -0.5], [0.1, 0.2, -0.3], [0.4, -0.3, -0.7], [0.0, 0.2, 0.6], [-0.4, 0.1, 0.2], [-0.9, 1.0, -1.3], [-1.3, -0.7, 1.2], [0.0, -0.2, -1.1], [0.4, 0.7, 0.5], [0.9, 0.7, 0.4], [-1.0, -0.4, 0.3], [1.1, 0.1, -1.2], [0.0, -0.2, 0.0], [0.3, -0.1, 0.6]],
  "mulliken_charge": [0.665, -0.804, -0.141, -0.337, 0.479, 1.335, -0.558, -0.997, -0.896, 1.094, -0.704, -0.550, -0.396, -0.437, 0.148, 0.407, 0.523, 0.454, 0.344, 0.428, 0.447, 0.457, 0.441, -0.116, -0.280, 0.701, -0.256, -0.127, 0.149, -0.129, 0.215, -0.110, 0.281, -0.143, 0.145, 0.103, -0.310, -0.491, -0.332, 0.002, 0.396, 0.488, 0.412],
  "homo_energy_ev": [-14.079, -14.079],
  "charge": 2,
  "total_energy_ev": -119625.508,
  "orbital_gap_ha": [0.211, 0.210],
  "e_lumo_ev": [-8.341, -8.353]
}

=====

Entry 3:
{
  "formula": "C22H12F15NO4V",
  "method": "the ωB97M-V functional and the def2-TZVPD basis",
  "symbols": ["V", "C", "C", "C", "C", "C", "N", "C", "C", "C", "C", "C", "C", "C", "C", "O", "C", "F", "F", "F", "C", "F", "F", "F", "C", "C", "C", "O", "C", "F", "F", "F", "C", "F", "F", "F", "H", "H", "H", "H", "H", "H", "H", "H", "H", "H", "H", "H", "F", "C", "F", "F", "C", "O", "O"],
  "xyz": [[0.901, 1.422, 0.993], [-5.717, 0.232, -0.873], [-4.225, 0.192, -0.687], [-3.457, -0.885, -1.095], [-2.093, -0.911, -0.875], [-1.398, 0.129, -0.236], [-0.042, 0.017, 0.054], [0.729, -1.118, -0.265], [0.311, -2.392, 0.127], [1.045, -3.526, -0.165], [2.246, -3.426, -0.851], [3.064, -4.642, -1.190], [2.698, -2.156, -1.181], [1.993, -0.995, -0.881], [2.594, 0.402, -1.151], [2.433, 1.272, -0.096], [1.981, 0.971, -2.461], [2.115, 0.097, -3.480], [0.680, 1.227, -2.333], [2.575, 2.113, -2.843], [4.144, 0.351, -1.324], [4.710, -0.309, -0.303], [4.670, 1.578, -1.335], [4.558, -0.246, -2.466], [-2.164, 1.300, 0.058], [-3.542, 1.264, -0.133], [-1.550, 2.633, 0.534], [-0.203, 2.735, 0.258], [-1.739, 2.787, 2.063], [-1.265, 1.647, 2.635], [-3.011, 2.924, 2.456], [-1.036, 3.796, 2.569], [-2.152, 3.863, -0.210], [-3.439, 4.148, 0.088], [-1.460, 4.970, 0.088], [-2.084, 3.683, -1.531], [-6.079, -0.708, -1.291], [-6.241, 0.396, 0.070], [-6.015, 1.033, -1.553], [-3.923, -1.731, -1.589], [-1.537, -1.770, -1.218], [-0.609, -2.480, 0.689], [0.681, -4.496, 0.156], [2.518, -5.556, -0.955], [3.318, -4.670, -2.251], [4.003, -4.661, -0.631], [3.650, -2.083, -1.686], [-4.122, 2.130, 0.151], [2.021, -1.393, 4.724], [1.626, -0.688, 3.663], [0.354, -1.045, 3.386], [2.378, -1.064, 2.616], [1.699, 0.843, 3.903], [1.842, 1.259, 5.027], [1.566, 1.539, 2.831]],
  "forces_ev_per_a": [[0.7, 0.1, -0.2], [-0.1, 0.0, 0.0], [0.0, 0.0, 0.0], [0.1, 0.0, 0.0], [0.0, 0.0, -0.1], [0.1, 0.0, 0.0], [-0.2, 0.3, 0.4], [-0.1, 0.1, 0.1], [0.0, -0.1, 0.0], [0.0, 0.0, 0.0], [0.0, 0.0, 0.0], [0.0, -0.1, 0.0], [0.1, 0.0, 0.0], [0.0, -0.1, 0.0], [0.0, -0.1, 0.2], [-0.4, 0.0, -0.1], [0.0, 0.1, -0.1], [0.0, 0.0, 0.0], [0.0, 0.0, 0.0], [0.0, 0.0, 0.0], [0.0, 0.0, 0.0], [0.0, 0.0, 0.0], [0.0, 0.0, 0.0], [0.0, 0.0, 0.0], [-0.1, -0.1, -0.1], [0.0, 0.0, 0.0], [0.1, 0.0, -0.3], [0.1, -0.2, 0.5], [0.0, -0.2, -0.1], [0.1, 0.1, 0.0], [0.0, 0.0, 0.0], [-0.1, 0.1, 0.1], [0.0, 0.0, 0.0], [0.0, 0.0, 0.0], [0.0, 0.0, 0.0], [0.0, 0.0, 0.0], [0.0, 0.0, 0.0], [0.0, 0.0, 0.0], [0.0, 0.0, 0.0], [0.0, 0.0, 0.0], [0.0, 0.0, 0.0], [0.0, 0.0, 0.0], [0.0, 0.0, 0.0], [0.0, 0.0, 0.0], [0.0, 0.0, 0.0], [0.0, 0.0, 0.0], [0.0, 0.0, 0.0], [0.0, 0.0, 0.0], [0.0, 0.0, 0.0], [0.0, 0.0, 0.0], [0.0, 0.0, 0.0], [0.0, 0.0, 0.0], [-0.1, 0.3, 0.1], [0.1, -0.2, 0.0], [-0.2, -0.2, -0.4]],
  "mulliken_charge": [1.008, -1.475, 0.301, -1.248, -0.990, 0.686, 1.153, 0.015, 0.240, -1.102, 0.777, -1.620, -0.960, -1.233, 2.591, -1.182, 0.394, -0.317, -0.142, -0.296, 0.227, -0.210, -0.262, -0.273, -0.622, -0.551, 1.565, -1.064, 0.573, -0.247, -0.282, -0.289, 0.428, -0.268, -0.264, -0.272, 0.355, 0.331, 0.313, 0.311, 0.575, 0.723, 0.294, 0.388, 0.354, 0.304, 0.556, 0.585, -0.287, 0.856, -0.245, -0.257, 0.307, -0.609, -0.640],
  "homo_energy_ev": [-4.733, -4.974],
  "charge": -1,
  "total_energy_ev": -99147.036,
  "spin_multiplicity": 3,
  "orbital_gap_ha": [0.274, 0.283],
  "e_above_lowest_kcal_mol": 1.4,
  "e_lumo_ev": [2.723, 2.722]
}